Record 1
C3H7ClNO2S | ωB97M-V with the def2-TZVPD basis set

## Properties
**HOMO energy**: -3.622 eV
**HOMO-LUMO gap**: 7.468 eV
**Relative energy (zero: lowest compared OMol25 entry of this formula, charge and spin)**: 33.2 kcal/mol
**Charge**: -1
**LUMO level**: 3.8 eV
**SMILES**: CN(C)[S@@](=O)([O-])=CCl

```
15
Properties=species:S:1:pos:R:3:nbo_charge:R:1
C -1.02 -0.77 -0.52 -0.44
N -0.13 -0.83 0.65 -0.64
C -0.15 0.36 1.50 -0.43
S 1.56 -1.13 0.19 2.17
O 2.33 -0.97 1.43 -0.98
O 1.62 -2.47 -0.39 -0.98
C 1.73 0.16 -1.06 -0.88
Cl 2.80 1.48 -0.44 -0.17
H -0.78 -1.66 -1.07 0.22
H -2.02 -0.69 -0.08 0.18
H -0.78 0.13 -1.13 0.21
H 0.54 0.20 2.24 0.22
H 0.11 1.32 0.98 0.18
H -1.15 0.57 1.95 0.17
H 2.47 -0.32 -1.72 0.18
```

---

Record 2
C43H30N4S4W | ωB97M-V with the def2-TZVPD basis set

## Properties
**HOMO energy (alpha / beta)**: -6.472 / -6.449 eV
**HOMO-LUMO gap (alpha / beta)**: 5.377 / 5.363 eV
**Relative energy (zero: lowest compared OMol25 entry of this formula, charge and spin)**: 0.0 kcal/mol
**LUMO level (alpha / beta)**: -1.1 / -1.1 eV

```
82
Properties=species:S:1:pos:R:3:mulliken_charge:R:1
W -0.92 -0.51 -0.08 -0.23
S -3.15 0.73 -0.02 -0.25
C -3.46 1.35 -1.61 0.92
C -4.46 2.32 -1.79 -0.70
C -4.73 2.84 -3.04 -0.63
C -4.01 2.43 -4.16 -0.73
C -3.01 1.48 -4.00 -0.60
C -2.76 0.94 -2.75 0.18
S -1.49 -0.28 -2.62 -0.26
C -2.45 -1.82 -2.58 -1.04
C -1.46 -2.87 -2.21 0.80
C -1.37 -4.04 -2.94 -1.03
C -0.42 -4.98 -2.60 -0.78
C 0.42 -4.71 -1.54 -1.05
C 0.30 -3.51 -0.85 0.66
C 1.21 -3.27 0.32 -1.29
S 0.30 -2.51 1.68 0.06
C -0.93 -3.78 1.88 0.01
C -0.55 -4.99 2.47 -0.40
C -1.47 -6.01 2.61 -0.75
C -2.78 -5.80 2.17 -0.61
C -3.15 -4.60 1.61 -0.92
C -2.23 -3.55 1.46 0.91
S -2.82 -2.02 0.82 -0.31
N -0.63 -2.59 -1.17 1.05
H -5.01 2.65 -0.93 0.46
H -5.50 3.59 -3.14 0.39
H -4.21 2.86 -5.13 0.39
H -2.43 1.15 -4.85 0.46
H -2.91 -2.03 -3.55 0.57
H -3.22 -1.71 -1.81 0.18
H -2.06 -4.20 -3.75 0.50
H -0.34 -5.91 -3.15 0.43
H 1.17 -5.42 -1.23 0.54
H 2.04 -2.61 0.07 0.50
H 1.62 -4.23 0.64 0.66
H 0.46 -5.11 2.81 0.49
H -1.19 -6.95 3.06 0.39
H -3.52 -6.59 2.28 0.38
H -4.17 -4.44 1.28 0.48
N 7.18 2.96 5.36 -0.54
C 6.28 2.56 4.77 -0.13
C 5.16 2.06 4.03 0.64
C 4.23 2.96 3.48 -0.86
C 3.15 2.47 2.77 -0.01
C 2.99 1.10 2.59 -0.61
C 3.92 0.22 3.13 -0.13
C 5.00 0.69 3.85 -0.85
C 1.83 0.59 1.81 1.30
C 0.59 0.70 2.41 0.06
C 0.33 1.16 3.73 -0.98
C -1.02 1.06 3.94 -1.59
C -1.57 0.52 2.76 -0.30
N -0.63 0.30 1.84 1.19
C 2.13 0.07 0.53 -0.05
C 3.39 0.10 -0.11 -0.54
C 3.20 -0.38 -1.39 -1.86
C 1.84 -0.68 -1.51 -0.39
N 1.19 -0.44 -0.36 1.29
H 4.37 4.02 3.62 0.45
H 2.43 3.15 2.35 0.57
H 3.78 -0.85 2.98 0.46
H 5.72 0.01 4.28 0.44
H 1.08 1.51 4.42 0.59
H -1.57 1.31 4.83 0.47
H -2.60 0.27 2.56 0.59
H 4.30 0.46 0.33 0.64
H 3.94 -0.48 -2.17 0.51
H 1.32 -1.05 -2.37 0.49
C -0.50 1.48 -0.70 -0.72
C -0.24 2.57 -1.16 0.56
C 0.05 3.85 -1.72 -0.24
C 1.36 4.33 -1.77 -0.38
C 1.63 5.56 -2.34 -0.60
C 0.60 6.33 -2.86 -0.41
C -0.70 5.86 -2.82 -0.60
C -0.98 4.63 -2.25 -0.30
H 2.16 3.72 -1.37 0.49
H 2.65 5.93 -2.37 0.39
H 0.82 7.30 -3.30 0.38
H -1.51 6.46 -3.23 0.39
H -2.00 4.26 -2.22 0.36
```

---

Record 3
H4O4SSi | ωB97M-V with the def2-TZVPD basis set

## Properties
**HOMO energy**: -10.354 eV
**HOMO-LUMO gap**: 10.739 eV
**Relative energy (zero: lowest compared OMol25 entry of this formula, charge and spin)**: 118.8 kcal/mol
**LUMO level**: 0.4 eV

```
10
Properties=species:S:1:pos:R:3:nbo_charge:R:1
O 2.58 1.44 0.14 -0.91
O 3.12 -0.56 -1.15 -0.89
O 0.60 -0.96 0.10 -0.59
O 1.62 -0.87 0.96 -0.44
Si -0.68 -0.07 0.49 1.19
S 3.03 0.06 0.41 1.68
H 3.01 0.23 -1.86 0.52
H -0.37 1.35 0.38 -0.20
H -1.26 -0.81 -0.67 -0.17
H -1.17 -0.20 1.88 -0.19
```

---

Record 4
C23H23FeNO5 | ωB97M-V with the def2-TZVPD basis set

## Properties
**HOMO energy (alpha / beta)**: -6.736 / -8.318 eV
**Expectation value of S²**: 6.071
**HOMO-LUMO gap (alpha / beta)**: 6.961 / 5.827 eV
**2S+1**: 5
**LUMO level (alpha / beta)**: 0.2 / -2.5 eV

```
53
Properties=species:S:1:pos:R:3:mulliken_charge:R:1
C -3.33 -0.84 2.72 -1.12
C -1.88 -0.45 2.51 -0.50
N -1.00 -1.63 2.41 0.54
C -0.42 -2.12 3.66 -0.68
C 0.85 -1.42 4.12 -1.11
C -0.36 -1.99 1.24 -0.75
C -1.21 -1.86 -0.05 1.01
C -0.51 -0.89 -1.00 0.24
C -1.39 -0.06 -1.87 0.15
C -2.23 0.89 -1.26 -0.09
C -2.86 1.85 -2.05 -0.73
C -2.69 1.83 -3.44 -0.45
C -1.85 0.89 -4.04 -0.65
C -1.18 -0.05 -3.25 -0.54
O 0.70 -0.77 -1.09 -0.52
O 0.78 -2.45 1.28 -0.56
H -3.92 0.04 2.98 0.43
H -3.75 -1.28 1.81 0.24
H -3.42 -1.56 3.54 0.29
H -1.77 0.15 1.59 0.15
H -1.51 0.16 3.35 0.48
H -1.20 -2.03 4.42 0.42
H -0.20 -3.19 3.52 0.35
H 1.21 -1.93 5.02 0.39
H 1.61 -1.48 3.34 0.30
H 0.65 -0.38 4.37 0.30
H -2.24 -1.53 0.16 1.09
H -2.31 0.89 -0.17 0.27
H -3.49 2.61 -1.57 0.39
H -3.22 2.57 -4.06 0.37
H -1.70 0.88 -5.13 0.39
H -0.47 -0.76 -3.68 0.43
O 2.15 -9.99 -2.69 -0.37
C 1.70 -9.09 -2.10 0.18
Fe 0.87 -7.62 -1.66 0.03
C 1.75 -6.62 -2.84 0.29
O 2.13 -5.87 -3.64 -0.36
C -0.27 -7.61 -3.01 0.19
O -0.97 -7.49 -3.92 -0.37
C -1.27 -3.21 -0.70 0.49
C -2.00 -4.19 0.17 -0.95
C -1.92 -5.57 0.10 -0.94
C -0.79 -6.42 0.09 -0.70
C 0.55 -6.02 -0.18 0.21
C 0.90 -4.73 -0.72 -0.86
C 0.14 -3.66 -1.04 -0.34
H -1.72 -3.15 -1.71 0.46
H -2.75 -3.71 0.81 0.39
H -2.87 -6.12 0.15 0.33
H -0.94 -7.47 0.41 0.38
H 1.34 -6.42 0.48 0.63
H 1.98 -4.62 -0.87 0.52
H 0.69 -2.86 -1.57 0.26
```

---

Record 5
C7H14Br2Cl3NP | ωB97M-V with the def2-TZVPD basis set

## Properties
**HOMO energy**: -3.976 eV
**HOMO-LUMO gap**: 6.383 eV
**Relative energy (zero: lowest compared OMol25 entry of this formula, charge and spin)**: 0.0 kcal/mol
**Charge**: -1
**LUMO level**: 2.4 eV

```
28
Properties=species:S:1:pos:R:3:nbo_charge:R:1
C 0.06 0.12 1.98 -0.69
C -0.90 -1.04 1.91 0.33
N -0.74 -2.12 2.59 -0.69
C -2.00 -0.88 0.95 -0.78
P -1.51 -1.80 -0.75 0.64
C -1.50 -0.06 -1.74 -0.32
Br -3.20 0.81 -1.83 -0.01
C -0.45 0.48 -2.33 -0.17
C 0.91 -0.19 -2.36 -0.66
Br -0.48 2.15 -3.28 -0.06
H 0.68 0.13 1.08 0.23
H -0.45 1.08 2.04 0.21
H 0.75 0.01 2.83 0.19
H 0.10 -2.05 3.16 0.30
H -2.92 -1.33 1.32 0.23
H -2.14 0.18 0.75 0.20
H -2.93 -1.93 -1.07 -0.16
H -1.13 -2.45 -2.02 -0.16
H -0.10 -1.61 -0.42 -0.18
H -1.51 -3.07 -0.05 -0.13
H 1.60 0.39 -2.98 0.21
H 0.81 -1.20 -2.76 0.23
H 1.32 -0.27 -1.35 0.23
C 3.12 3.04 0.86 -0.29
Cl 4.75 2.80 0.22 0.00
Cl 1.93 2.22 -0.13 0.06
Cl 3.03 2.51 2.54 0.01
H 2.91 4.10 0.84 0.22
```

---

Record 6
C17H20CeF6N2O | ωB97M-V with the def2-TZVPD basis set

## Properties
**HOMO energy (alpha / beta)**: -16.314 / -16.314 eV
**HOMO-LUMO gap (alpha / beta)**: 7.550 / 7.573 eV
**Charge**: +2
**LUMO level (alpha / beta)**: -8.8 / -8.7 eV

```
47
Properties=species:S:1:pos:R:3:mulliken_charge:R:1
C -2.64 0.60 4.35 -0.63
C -2.18 -0.80 4.65 -0.68
H -1.81 1.20 3.99 0.14
H -3.05 1.10 5.22 0.35
H -3.39 0.61 3.55 0.16
H -1.50 -1.18 3.87 0.06
H -1.66 -0.86 5.61 0.30
H -3.02 -1.50 4.72 0.33
C -0.16 2.57 -1.78 -0.01
C 0.09 3.43 -2.85 -0.78
C 0.23 2.90 -4.14 -0.47
C 0.12 1.52 -4.36 -0.77
H -0.32 2.89 -0.73 0.53
H 0.17 4.49 -2.62 0.44
H 0.44 3.57 -4.98 0.46
H 0.28 1.02 -5.32 0.41
N -0.16 1.23 -1.97 -0.05
C -0.10 0.69 -3.24 0.75
C -0.20 -0.78 -3.26 0.69
N -0.20 -1.33 -1.99 -0.01
C -0.52 -2.63 -1.77 0.01
C -0.43 -3.00 -4.17 -0.48
C -0.60 -3.50 -2.86 -0.80
H -0.67 -2.90 -0.72 0.54
H -0.74 -4.56 -2.66 0.44
C -0.26 -1.62 -4.37 -0.76
H -0.08 -1.17 -5.35 0.42
H -0.43 -3.70 -5.01 0.45
Ce -0.47 -0.12 0.00 0.90
C -2.82 0.04 -0.12 -1.10
H -3.06 -1.01 -0.32 0.38
H -3.08 0.63 -1.01 0.37
H -3.36 0.41 0.77 0.45
C 2.34 0.06 3.56 -1.70
C 2.13 0.12 2.07 0.94
O 0.77 0.18 1.69 -0.33
C 2.79 1.41 1.48 0.64
F 4.13 1.52 1.71 -0.22
F 2.61 1.51 0.13 -0.21
F 2.19 2.50 2.03 -0.25
C 2.75 -1.11 1.33 0.49
F 4.10 -1.22 1.40 -0.21
F 2.19 -2.26 1.80 -0.25
F 2.43 -1.08 -0.02 -0.23
H 1.78 0.88 4.00 0.42
H 3.40 0.14 3.80 0.42
H 1.93 -0.89 3.92 0.42
```